{"formula": "C3H3CuO3", "method": "ωB97M-V/def2-TZVPD", "species": ["O", "O", "C", "O", "C", "H", "C", "H", "H", "Cu"], "xyz": [[0.08, 1.44, 0.99], [2.00, -0.45, -1.46], [0.93, -0.47, -0.90], [-0.26, -0.39, -1.50], [-0.60, -0.65, -0.07], [-0.54, -0.67, 1.40], [-0.84, 0.56, 0.80], [-1.89, 0.91, 0.65], [-1.36, -1.43, -0.05], [2.49, 1.15, 0.14]], "lowdin_charge": [-0.20, 0.04, -0.40, 0.04, -0.18, 0.17, -0.42, 0.14, 0.12, 0.68], "relative_energy_kj_mol": 302.1, "energy_ha": -1982.05408, "total_charge": 0, "gap_ha": 0.222}

=====

{"formula": "C3H3F", "method": "ωB97M-V/def2-TZVPD", "species": ["C", "C", "C", "F", "H", "H", "H"], "xyz": [[0.67, 0.57, 0.01], [-0.67, 0.04, -0.05], [-1.99, -0.43, 0.01], [-2.95, 0.44, 0.02], [1.09, 0.49, -0.94], [1.33, 0.68, 0.77], [-2.21, -1.46, -0.37]], "lowdin_charge": [0.04, 0.02, -0.23, 0.03, 0.01, 0.00, 0.12], "relative_energy_kj_mol": 97.3, "energy_ha": -215.84528, "total_charge": 0, "smiles": "C=C=CF", "gap_ha": 0.373}

=====

{"formula": "C3H3F2N", "method": "ωB97M-V/def2-TZVPD", "species": ["C", "C", "C", "N", "F", "F", "H", "H", "H"], "xyz": [[-1.90, -0.75, 0.89], [1.50, 0.19, -0.07], [1.11, -1.21, -0.01], [-1.02, -1.06, 0.22], [1.79, 0.54, 1.22], [0.98, -1.72, -1.22], [0.70, 0.95, -0.53], [2.40, 0.58, -0.68], [-2.74, -0.50, 1.44]], "lowdin_charge": [0.06, -0.30, -0.11, 0.10, -0.07, -0.02, 0.15, 0.14, 0.05], "relative_energy_kj_mol": 448.1, "energy_ha": -370.41940, "total_charge": 0, "gap_ha": 0.324}

=====

{"formula": "C3H3F2N", "method": "ωB97M-V/def2-TZVPD", "species": ["C", "C", "C", "N", "F", "F", "H", "H", "H"], "xyz": [[-0.80, -0.20, 0.88], [0.99, -0.02, -0.01], [-0.45, 0.05, -0.56], [0.39, -0.26, 1.31], [-0.71, 1.43, -1.07], [-0.85, -0.77, -1.52], [-1.72, -0.32, 1.42], [1.61, -0.84, -0.38], [1.53, 0.93, -0.07]], "lowdin_charge": [-0.04, -0.09, -0.42, 0.11, -0.03, 0.11, 0.12, 0.12, 0.12], "relative_energy_kj_mol": 133.3, "energy_ha": -370.53928, "total_charge": 0, "gap_ha": 0.431}

=====

{"formula": "C3H3F2N", "method": "ωB97M-V/def2-TZVPD", "species": ["C", "C", "C", "N", "F", "F", "H", "H", "H"], "xyz": [[-0.10, -0.23, 1.21], [0.47, 0.68, -0.54], [-0.33, -0.65, -0.23], [0.70, 0.85, 0.94], [-1.64, -0.54, -0.65], [0.20, -1.74, -0.81], [-0.56, -0.52, 2.10], [1.31, 0.62, -1.10], [-0.06, 1.52, -0.93]], "lowdin_charge": [0.02, -0.09, -0.47, 0.12, 0.06, 0.10, 0.09, 0.07, 0.11], "relative_energy_kj_mol": 177.2, "energy_ha": -370.52257, "total_charge": 0, "gap_ha": 0.415}

=====

{"formula": "C3H3F2NO2", "method": "ωB97M-V/def2-TZVPD", "species": ["C", "C", "C", "N", "O", "O", "F", "F", "H", "H", "H"], "xyz": [[-1.75, 1.07, -1.76], [-0.48, 0.06, -0.04], [0.71, 0.41, -0.94], [0.42, -0.18, -2.17], [-2.36, 1.59, -2.60], [-1.66, 0.76, -0.59], [0.88, 1.78, -0.86], [1.23, 0.38, -3.13], [-0.80, -1.03, 0.18], [-0.22, 0.48, 1.04], [1.47, 0.02, -0.26]], "lowdin_charge": [-0.27, -0.03, -0.48, 0.02, 0.27, 0.12, 0.01, -0.11, 0.17, 0.17, 0.14], "relative_energy_kj_mol": 542.1, "energy_ha": -520.88193, "total_charge": 0, "gap_ha": [0.296, 0.296]}

=====

{"formula": "C3H3F3", "method": "ωB97M-V/def2-TZVPD", "species": ["F", "C", "C", "F", "C", "F", "H", "H", "H"], "xyz": [[-1.32, -1.20, -0.43], [-0.16, -0.82, 0.30], [0.71, 0.02, -0.51], [1.97, -0.05, -0.23], [-0.28, 0.62, 0.40], [-1.21, 1.25, -0.35], [-0.26, -1.42, 1.21], [0.55, 0.28, -1.57], [-0.01, 1.32, 1.19]], "lowdin_charge": [-0.02, -0.13, -0.27, 0.09, -0.23, 0.04, 0.17, 0.19, 0.17], "relative_energy_kj_mol": 231.4, "energy_ha": -415.60396, "total_charge": 0, "smiles": "F[C@H]1[C@H](F)[C@H]1F", "gap_ha": 0.426}

=====

{"formula": "C3H3F3", "method": "ωB97M-V/def2-TZVPD", "species": ["C", "C", "F", "H", "F", "C", "F", "H", "H"], "xyz": [[-1.30, 1.57, -0.19], [-0.74, 2.00, 0.76], [0.03, 2.63, 1.55], [-2.02, 1.07, -0.86], [1.33, -0.73, -1.20], [0.87, -1.44, -0.09], [-0.13, -2.12, -0.72], [0.29, -0.79, 0.61], [1.67, -2.18, 0.14]], "lowdin_charge": [0.09, -0.27, 0.14, 0.06, -0.03, -0.21, -0.03, 0.12, 0.13], "relative_energy_kj_mol": 308.9, "energy_ha": -415.57445, "total_charge": 0, "smiles": "C#CF.FCF", "gap_ha": 0.422}